A molecular structure, C44H36N9O3PPbS2. Source: the Open Molecules 2025 dataset; level of theory: ωB97M-V/def2-TZVPD.

Each line ends with the Löwdin charge.
Cartesian coordinates (Å):
Pb: 0.138 -1.008 -0.623  1.35
O: 3.358 -1.474 -0.428  -0.01
S: 1.842 -1.660 2.545  0.77
O: 1.368 -2.227 3.824  -0.48
O: 0.627 -1.139 1.759  -0.77
C: 2.594 -0.067 3.080  -0.31
C: 3.522 -0.258 4.100  -0.09
C: 4.178 0.810 4.687  -0.08
C: 3.891 2.102 4.264  -0.08
C: 2.974 2.295 3.248  -0.11
C: 2.334 1.225 2.617  -0.33
P: 1.124 1.599 1.285  1.07
C: -0.190 2.399 2.283  -0.34
C: -0.429 3.767 2.340  -0.09
C: -1.474 4.268 3.105  -0.08
C: -2.285 3.408 3.828  -0.09
C: -2.040 2.041 3.792  -0.08
C: -1.002 1.540 3.025  -0.09
C: 1.857 2.984 0.349  -0.39
C: 1.000 3.694 -0.499  -0.14
C: 1.491 4.610 -1.413  -0.09
C: 2.861 4.819 -1.522  -0.10
C: 3.725 4.103 -0.707  -0.09
C: 3.228 3.196 0.221  -0.09
H: 3.696 -1.265 4.459  0.10
H: 4.888 0.640 5.486  0.10
H: 4.367 2.954 4.732  0.10
H: 2.739 3.307 2.937  0.11
H: 0.201 4.458 1.794  0.09
H: -1.645 5.337 3.139  0.10
H: -3.100 3.799 4.425  0.10
H: -2.658 1.357 4.360  0.10
H: -0.801 0.477 3.006  0.08
H: -0.070 3.514 -0.454  0.11
H: 0.805 5.147 -2.055  0.11
H: 3.249 5.529 -2.241  0.10
H: 4.794 4.252 -0.787  0.10
H: 3.922 2.637 0.836  0.10
S: -1.195 -5.767 -1.615  1.13
C: -2.705 -4.925 -1.741  -0.46
C: -3.966 -5.415 -2.070  -0.09
C: -5.018 -4.521 -2.111  -0.09
C: -4.821 -3.162 -1.832  -0.07
C: -3.575 -2.678 -1.497  -0.01
C: -2.507 -3.573 -1.446  -0.30
N: -1.202 -3.243 -1.119  0.02
C: -0.416 -4.276 -1.180  -0.52
C: 1.035 -4.177 -0.948  -0.27
C: 1.869 -5.294 -1.044  -0.07
C: 3.232 -5.118 -0.881  -0.08
C: 3.762 -3.851 -0.654  -0.02
C: 2.902 -2.765 -0.581  -0.38
C: 1.527 -2.906 -0.690  -0.23
H: -4.119 -6.464 -2.285  0.11
H: -6.007 -4.876 -2.365  0.10
H: -5.661 -2.482 -1.877  0.10
H: -3.409 -1.636 -1.280  0.08
H: 1.480 -6.288 -1.230  0.09
H: 3.897 -5.970 -0.931  0.10
H: 4.834 -3.720 -0.541  0.11
H: 4.310 -1.475 -0.288  0.11
N: -2.002 -1.975 2.430  0.19
C: -2.804 -1.012 1.964  -0.45
N: -3.911 -0.749 2.670  0.18
C: -4.644 0.248 2.197  -0.47
N: -5.731 0.615 2.903  0.16
N: -4.401 0.930 1.065  0.17
C: -3.307 0.550 0.420  -0.30
N: -2.450 -0.385 0.809  0.14
C: -3.091 1.244 -0.896  -0.22
C: -3.942 2.283 -1.265  -0.01
C: -3.769 2.878 -2.502  -0.06
C: -2.763 2.417 -3.334  -0.06
C: -1.960 1.383 -2.878  -0.14
N: -2.110 0.812 -1.687  0.05
H: -2.236 -2.329 3.342  0.11
H: -1.010 -1.946 2.194  0.05
H: -5.964 0.117 3.742  0.10
H: -6.320 1.345 2.551  0.10
H: -4.716 2.599 -0.585  0.10
H: -4.415 3.688 -2.812  0.11
H: -2.594 2.846 -4.312  0.10
H: -1.149 1.000 -3.490  0.10
N: 1.735 1.505 -2.828  0.16
C: 2.286 0.336 -3.285  -0.40
C: 3.591 0.312 -3.803  -0.02
C: 4.072 -0.875 -4.300  -0.08
C: 3.267 -2.013 -4.282  -0.07
C: 2.004 -1.889 -3.745  -0.15
N: 1.514 -0.748 -3.252  0.05
H: 2.359 2.230 -2.513  0.07
H: 0.910 1.413 -2.259  0.03
H: 4.189 1.213 -3.809  0.11
H: 5.075 -0.921 -4.705  0.11
H: 3.612 -2.963 -4.661  0.10
H: 1.349 -2.750 -3.676  0.11

LUMO energy	0.0039	Ha
orbital gap	7.30	eV
strongest force on any atom	0.0082	Eh/bohr
charge	0
highest occupied orbital energy	-0.264	Eh